Below is a cluster of 5 separate species, C25H58Cl2O12 in total at a distorted geometry, with properties calculated with ωB97M-V/def2-TZVPD.

Values from the calculation:
Energy ... -76471.1086 eV
LUMO level ... 0.524 eV
Energy above the lowest of the compared OMol25 structures with the same formula, charge and spin ... 108.2 kJ/mol
Spin multiplicity ... 1

```
97
Properties=species:S:1:pos:R:3:lowdin_charge:R:1
C -1.848 -6.216 -4.263 -0.11
O -0.539 -5.777 -4.123 -0.14
C -0.418 -4.441 -4.310 -0.27
C 1.011 -4.124 -3.899 -0.19
O 1.179 -4.267 -2.499 -0.12
C 1.393 -3.023 -1.751 -0.17
C 0.674 -3.001 -0.432 -0.26
O -0.714 -2.913 -0.519 -0.19
C -1.346 -3.723 0.466 -0.12
H -2.524 -5.543 -3.705 0.10
H -1.977 -7.146 -3.794 0.07
H -2.228 -6.353 -5.277 0.09
H -1.083 -3.778 -3.735 0.12
H -0.542 -4.101 -5.348 0.13
H 1.191 -3.116 -4.294 0.12
H 1.616 -4.935 -4.360 0.14
H 1.077 -2.159 -2.283 0.11
H 2.469 -2.836 -1.473 0.13
H 1.070 -2.088 0.247 0.10
H 0.998 -3.898 0.188 0.13
H -2.486 -3.708 0.390 0.10
H -1.221 -3.419 1.508 0.08
H -1.115 -4.770 0.285 0.09
C -2.508 -0.302 0.823 -0.12
O -2.913 0.945 1.326 -0.16
C -2.151 2.034 0.809 -0.18
C -2.075 2.153 -0.693 -0.22
O -3.362 2.365 -1.220 -0.14
C -3.428 2.306 -2.647 -0.18
C -4.266 1.125 -3.059 -0.23
O -3.552 -0.032 -2.821 -0.19
C -3.973 -1.248 -3.460 -0.07
H -2.966 -1.110 1.363 0.08
H -1.432 -0.399 0.847 0.08
H -2.787 -0.483 -0.199 0.07
H -1.124 1.900 1.186 0.13
H -2.627 2.960 1.196 0.14
H -1.768 1.178 -1.119 0.12
H -1.413 2.972 -0.988 0.11
H -2.419 2.265 -3.122 0.15
H -3.936 3.226 -2.946 0.09
H -4.443 1.284 -4.127 0.12
H -5.221 1.142 -2.470 0.15
H -3.249 -2.015 -3.252 0.07
H -4.026 -1.142 -4.520 0.07
H -4.918 -1.618 -3.012 0.10
C 1.853 -4.248 3.734 -0.12
O 2.379 -4.447 5.014 -0.18
C 3.688 -4.042 5.134 -0.22
C 3.863 -2.972 6.237 -0.22
O 3.443 -1.726 5.832 -0.16
C 3.110 -0.808 6.885 -0.16
C 2.316 0.341 6.338 -0.17
O 3.194 1.139 5.503 -0.19
C 2.462 1.989 4.680 -0.14
H 0.914 -4.803 3.736 0.09
H 2.512 -4.576 2.950 0.08
H 1.648 -3.131 3.569 0.09
H 4.001 -3.721 4.144 0.08
H 4.280 -4.918 5.457 0.13
H 4.960 -2.995 6.453 0.13
H 3.325 -3.292 7.115 0.12
H 4.028 -0.443 7.360 0.14
H 2.481 -1.367 7.545 0.12
H 1.935 0.985 7.113 0.12
H 1.474 0.005 5.715 0.14
H 2.951 2.891 4.467 0.07
H 1.478 2.276 5.093 0.10
H 2.243 1.504 3.688 0.10
C -3.776 5.542 -4.484 -0.14
O -2.659 5.426 -3.671 -0.19
C -2.703 5.829 -2.301 -0.19
C -1.381 6.270 -1.755 -0.19
O -0.614 5.091 -1.616 -0.16
C 0.502 4.868 -2.584 -0.13
C 1.476 3.845 -2.055 -0.20
O 1.952 4.365 -0.813 -0.22
C 3.288 3.935 -0.436 -0.08
H -4.664 4.851 -4.120 0.12
H -3.507 5.356 -5.465 0.06
H -4.230 6.534 -4.559 0.08
H -3.135 4.957 -1.620 0.16
H -3.396 6.716 -2.177 0.14
H -1.587 6.576 -0.738 0.13
H -0.898 7.004 -2.298 0.10
H 0.926 5.800 -2.853 0.10
H 0.025 4.500 -3.531 0.13
H 2.340 3.650 -2.698 0.12
H 0.905 2.910 -1.818 0.13
H 3.383 4.292 0.641 0.11
H 4.034 4.378 -1.082 0.07
H 3.251 2.844 -0.538 0.08
Cl 3.130 -1.195 1.658 0.51
C 4.351 -0.547 2.837 -0.90
Cl 5.756 -1.609 3.328 0.52
H 4.816 0.307 2.375 0.02
H 3.801 -0.307 3.694 -0.04
```